# 1
CH2N4O in the gas phase at a distorted geometry. Source: OMol25; level of theory: ωB97M-V/def2-TZVPD.

Element x y z (Å)
N: -0.40 -0.19 -1.49
C: 0.13 -0.32 -0.31
N: 0.93 -1.02 0.52
O: 0.84 -0.29 1.72
N: 0.05 0.75 1.64
N: -0.37 0.73 0.45
H: -0.20 -0.84 -2.22
H: -0.97 1.17 -0.31

Summary:
frontier orbital gap = 8.237 eV
E_LUMO = -0.6 eV
energy above the lowest of the compared OMol25 structures with the same formula, charge and spin = 4.1766 eV
F_max = 1.862 eV/A
2S+1 = 1

Löwdin atomic charge list, values in e, 4 entries: number 1, N, carries 0.067; number 2, C, carries -0.544; number 3, N, carries 0.127; number 4, O, carries -0.062


# 2
11 unconnected molecules or ions with the total composition C14H51NO11 at a distorted geometry. Source: OMol25; level of theory: ωB97M-V/def2-TZVPD.

Element x y z (Å)
C: 1.18 -6.25 -0.37
O: 1.16 -4.99 -1.00
C: 1.05 -3.94 -0.08
C: 1.11 -2.59 -0.77
C: 2.47 -2.42 -1.49
N: 0.98 -1.53 0.24
H: 1.43 -7.09 -1.02
H: 0.16 -6.45 -0.02
H: 1.83 -6.24 0.51
H: 0.11 -4.04 0.48
H: 1.84 -4.00 0.69
H: 0.30 -2.39 -1.47
H: 3.22 -2.49 -0.70
H: 2.50 -1.44 -1.97
H: 2.64 -3.20 -2.23
H: 1.08 -0.62 -0.19
H: 1.77 -1.64 0.88
C: 3.76 -0.31 4.04
C: 2.72 -0.51 2.92
O: 2.64 -1.90 2.57
H: 4.12 0.72 3.96
H: 4.58 -0.99 3.85
H: 3.39 -0.40 5.06
H: 2.82 0.17 2.07
H: 1.74 -0.24 3.33
H: 1.98 -2.29 3.15
C: -0.70 -1.45 -4.07
C: -1.20 -0.26 -3.27
O: -0.76 0.96 -3.91
H: -1.33 -2.33 -3.97
H: 0.35 -1.66 -3.89
H: -0.77 -1.14 -5.12
H: -0.77 -0.29 -2.27
H: -2.28 -0.23 -3.11
H: -1.56 1.41 -4.18
C: -0.58 1.64 0.91
C: -0.14 2.05 -0.49
O: 0.69 3.22 -0.43
H: -1.56 1.18 0.85
H: -0.57 2.41 1.68
H: 0.14 0.94 1.34
H: -1.00 2.26 -1.12
H: 0.48 1.28 -0.96
H: 0.68 3.58 -1.34
C: -2.37 -0.03 3.80
C: -1.30 -1.07 3.55
O: -1.97 -2.31 3.26
H: -1.89 0.95 3.80
H: -2.87 -0.16 4.76
H: -3.11 -0.05 3.00
H: -0.65 -1.25 4.42
H: -0.58 -0.79 2.78
H: -1.31 -2.81 2.76
C: -3.86 -0.96 0.09
C: -4.76 0.27 0.23
O: -5.92 0.04 -0.57
H: -3.85 -1.10 -1.00
H: -4.25 -1.90 0.44
H: -2.81 -0.82 0.35
H: -4.29 1.23 -0.02
H: -4.99 0.46 1.28
H: -5.85 0.52 -1.40
O: -1.67 5.19 1.02
H: -2.56 5.11 0.65
H: -1.20 4.42 0.67
O: 3.38 5.42 -2.13
H: 4.15 5.40 -1.56
H: 2.65 5.19 -1.56
O: 1.41 2.72 -3.76
H: 0.94 3.54 -3.55
H: 0.74 2.01 -3.69
O: -0.53 4.56 -2.57
H: -0.73 5.24 -1.91
H: -1.38 4.28 -2.91
O: 3.51 3.13 0.13
H: 2.55 3.05 0.06
H: 3.66 4.00 0.52

Summary:
frontier orbital gap = 8.821 eV
E_LUMO = -0.5 eV
energy above the lowest of the compared OMol25 structures with the same formula, charge and spin = 0.0000 eV
F_max = 2.251 eV/A
2S+1 = 1

Löwdin atomic charge list, values in e, 4 entries: number 1, C, carries -0.108; number 2, O, carries -0.175; number 3, C, carries -0.233; number 4, C, carries -0.413


# 3
A molecular structure, C6H15F6KN3O16PS6 at a distorted geometry. Source: OMol25; level of theory: ωB97M-V/def2-TZVPD.

Element x y z (Å)
K: -1.08 -0.65 1.31
N: 0.27 -1.11 3.66
S: 1.84 -0.94 3.80
O: 2.68 -1.97 3.32
O: 2.28 -0.25 4.97
F: 2.03 0.16 2.63
S: 0.00 -2.50 4.53
O: -0.01 -2.30 5.94
O: 0.54 -3.70 4.00
F: -1.55 -2.54 4.22
N: -3.37 0.66 2.64
S: -4.63 -0.26 3.13
O: -5.30 -0.96 2.10
O: -5.43 0.26 4.20
F: -3.74 -1.36 3.81
S: -3.97 2.11 2.69
O: -3.91 2.76 3.95
O: -5.08 2.40 1.83
F: -2.79 2.84 1.83
N: 1.61 -4.29 -0.06
S: 1.82 -3.05 -1.09
O: 1.53 -1.78 -0.53
O: 1.48 -3.28 -2.46
F: 3.41 -3.12 -1.14
S: 0.02 -4.26 0.08
O: -0.73 -4.40 -1.13
O: -0.46 -3.36 1.08
F: -0.17 -5.66 0.81
C: -1.71 0.90 -3.75
C: -0.68 1.93 -4.18
O: 0.00 2.50 -3.04
P: 0.53 1.61 -1.84
O: -0.53 1.16 -0.93
O: 1.33 0.45 -2.53
C: 2.53 0.69 -3.26
C: 2.75 -0.50 -4.15
O: 1.62 2.52 -1.17
C: 1.18 3.50 -0.17
C: 1.57 2.98 1.20
H: -2.35 1.30 -2.97
H: -2.34 0.67 -4.62
H: -1.27 -0.03 -3.40
H: 0.08 1.44 -4.79
H: -1.12 2.79 -4.67
H: 2.42 1.59 -3.88
H: 3.39 0.89 -2.62
H: 2.69 -1.45 -3.61
H: 2.06 -0.57 -5.00
H: 3.76 -0.44 -4.58
H: 1.67 4.43 -0.43
H: 0.10 3.57 -0.25
H: 1.37 1.92 1.27
H: 2.65 3.13 1.32
H: 1.03 3.54 1.96

Summary:
frontier orbital gap = 8.586 eV
E_LUMO = 3.8 eV
total charge = -2
energy above the lowest of the compared OMol25 structures with the same formula, charge and spin = 0.1606 eV
F_max = 3.856 eV/A
2S+1 = 1

Löwdin atomic charge list, values in e, 4 entries: number 1, K, carries 0.781; number 2, N, carries -0.354; number 3, S, carries 0.442; number 4, O, carries -0.268


# 4
A molecular structure, C16H20N4O2S at a distorted geometry. Source: OMol25; level of theory: ωB97M-V/def2-TZVPD.

Element x y z (Å)
C: 6.20 0.47 -0.02
C: 5.46 0.14 1.12
H: 5.24 -0.83 1.12
C: 4.05 0.91 1.12
N: 3.20 0.48 -0.16
C: 2.42 -0.56 -0.25
N: 1.78 -0.52 -1.27
N: 2.17 0.86 -2.05
C: 2.95 1.56 -1.17
O: 3.49 2.60 -1.21
H: 1.77 1.33 -2.80
S: 2.26 -1.75 0.66
C: 1.29 -3.06 -0.35
H: 1.79 -3.01 -1.14
H: 1.13 -3.82 0.20
C: -0.18 -2.31 -0.42
O: -0.65 -2.77 -1.50
N: -0.61 -1.50 0.49
C: -1.66 -0.60 0.38
C: -2.00 0.18 1.65
C: -3.18 0.87 1.55
C: -4.20 0.87 0.81
C: -3.88 0.06 -0.39
C: -2.79 -0.76 -0.39
H: -2.57 -1.28 -1.65
C: -4.96 0.04 -1.40
H: -4.77 0.46 -2.24
H: -5.29 -0.80 -1.81
C: -6.23 0.62 -0.42
H: -6.70 -0.16 0.02
H: -6.82 1.38 -1.18
C: -5.44 1.46 0.41
H: -5.22 2.55 0.21
H: -5.97 1.40 1.46
H: -3.31 1.46 2.50
H: -1.17 0.39 2.34
H: 0.07 -1.27 1.03
H: 3.43 0.72 2.32
H: 4.19 2.06 1.12
H: 5.74 0.52 2.12
H: 6.43 1.47 0.01
H: 6.96 0.02 0.18
H: 5.55 0.14 -0.99

Summary:
frontier orbital gap = 8.732 eV
E_LUMO = 0.5 eV
energy above the lowest of the compared OMol25 structures with the same formula, charge and spin = 15.7639 eV
F_max = 12.804 eV/A
2S+1 = 1

Löwdin atomic charge list, values in e, 4 entries: number 1, C, carries -0.101; number 2, C, carries -0.286; number 3, H, carries 0.047; number 4, C, carries -0.093